{"formula": "C7H14BClO2", "method": "wB97M-V/def2-TZVPD", "species": ["B", "C", "C", "C", "C", "C", "C", "C", "O", "O", "Cl", "H", "H", "H", "H", "H", "H", "H", "H", "H", "H", "H", "H", "H", "H"], "positions_angstrom": [[-1.256147, -0.005809, -0.379381], [-2.730915, -1.012792, 1.063066], [-3.363675, -0.680731, -0.381231], [2.322423, 1.480144, -0.290450], [2.134601, -0.914549, -0.950770], [1.238489, -0.146522, 1.340201], [0.166084, 0.610075, -0.831615], [1.389972, 0.248906, -0.160193], [-1.413605, -0.481185, 0.860121], [-2.365200, 0.029551, -1.162905], [-0.917278, 2.697325, 0.259504], [-3.333669, -0.547540, 1.871796], [-2.760852, -2.083498, 1.248066], [-3.435202, -1.559880, -1.019132], [-4.152298, 0.034726, -0.413006], [1.852803, 2.306239, 0.131965], [2.588324, 1.660965, -1.325323], [3.365815, 1.214929, 0.274494], [1.345521, -1.579976, -1.405669], [2.749995, -1.482329, -0.248894], [2.638480, -0.520274, -1.935369], [2.154769, 0.258695, 1.892151], [0.358266, 0.269386, 1.770807], [1.227068, -1.140574, 1.450026], [0.196219, 1.344709, -1.658267]], "forces_ev_per_angstrom": [[0.59, 1.91, -1.28], [-1.31, 1.10, -2.13], [1.17, -0.36, -0.35], [3.24, -2.42, 1.01], [-1.70, 0.40, -2.46], [2.01, 4.01, -0.46], [-2.63, 1.39, 0.58], [2.47, 0.59, 0.39], [-0.45, -1.56, 1.90], [0.98, -0.40, 0.70], [0.89, -1.54, -0.61], [0.91, 0.21, -0.40], [0.54, -0.09, -0.07], [-1.20, -0.31, 0.58], [-1.27, -0.28, 0.42], [-0.53, 1.60, 0.85], [-0.11, 0.14, -0.22], [-2.46, 0.83, -1.26], [0.77, 0.09, 0.77], [0.16, 0.26, -0.43], [-0.41, -0.61, 2.28], [-1.22, -0.57, -0.72], [-0.34, 0.43, 0.36], [-0.20, -3.84, 0.46], [0.10, -0.97, 0.10]], "relative_energy_ev": 1.2676, "homo_ev": -9.58, "multiplicity": 1, "gap_ev": 8.23}